(1)
{
  "formula": "C28H45N9P",
  "method": "ωB97M-V/def2-TZVPD",
  "total_charge": 1,
  "homo_energy_ev": -9.46,
  "homo_lumo_gap_ev": 6.1893,
  "elements": ["C", "C", "C", "C", "C", "C", "N", "C", "N", "N", "C", "P", "N", "H", "H", "H", "H", "H", "H", "H", "H", "H", "H", "H", "H", "H", "H", "H", "H", "H", "H", "H", "H", "N", "C", "C", "C", "C", "H", "H", "H", "H", "H", "N", "C", "C", "C", "C", "H", "H", "H", "H", "H", "N", "C", "C", "C", "C", "H", "H", "H", "H", "H", "N", "C", "C", "C", "C", "H", "H", "H", "H", "H", "N", "C", "C", "C", "C", "H", "H", "H", "H", "H"],
  "positions_angstrom": [[4.234, 0.435, 1.735], [2.955, 1.107, 2.253], [2.115, 1.753, 1.146], [1.624, 0.777, 0.053], [0.106, 0.831, -0.171], [-0.685, 0.350, 1.032], [-2.107, 0.896, 1.057], [-2.852, 0.058, 1.755], [-4.071, 0.309, 2.191], [-2.243, -1.180, 1.975], [-1.090, -1.121, 1.034], [0.178, -2.370, 1.456], [1.238, -1.907, 2.496], [4.122, 0.019, 0.730], [4.542, -0.370, 2.407], [5.062, 1.150, 1.708], [3.238, 1.896, 2.959], [2.353, 0.387, 2.815], [1.255, 2.264, 1.600], [2.711, 2.543, 0.676], [2.086, 1.034, -0.904], [1.935, -0.251, 0.275], [-0.182, 0.223, -1.038], [-0.173, 1.866, -0.402], [-0.234, 0.660, 1.984], [-2.259, 1.887, 1.201], [-4.498, -0.349, 2.829], [-4.623, 1.091, 1.871], [-1.883, -1.170, 2.937], [-1.490, -1.317, 0.031], [0.651, -2.659, 0.166], [-0.619, -3.474, 1.804], [1.300, -2.486, 3.324], [-6.273, -0.633, -0.363], [-6.840, 0.401, -1.066], [-7.929, -0.094, -1.727], [-8.023, -1.478, -1.413], [-6.991, -1.783, -0.572], [-5.452, -0.567, 0.206], [-6.421, 1.393, -1.044], [-8.583, 0.470, -2.370], [-8.756, -2.177, -1.777], [-6.706, -2.713, -0.110], [-0.796, -3.357, -3.634], [-1.439, -2.850, -2.542], [-1.613, -1.504, -2.747], [-1.045, -1.190, -4.012], [-0.551, -2.355, -4.531], [-0.543, -4.320, -3.762], [-1.738, -3.488, -1.727], [-2.116, -0.819, -2.081], [-1.017, -0.226, -4.490], [-0.055, -2.555, -5.465], [9.912, 1.558, 1.231], [8.949, 2.344, 0.655], [7.857, 1.556, 0.413], [8.172, 0.245, 0.862], [9.447, 0.277, 1.359], [10.827, 1.868, 1.505], [9.122, 3.387, 0.462], [6.934, 1.885, -0.036], [7.535, -0.623, 0.822], [10.058, -0.497, 1.790], [9.008, 5.010, 2.963], [8.559, 5.677, 4.069], [8.387, 6.992, 3.728], [8.746, 7.124, 2.359], [9.124, 5.885, 1.917], [9.211, 4.028, 2.922], [8.402, 5.164, 5.002], [8.044, 7.773, 4.386], [8.729, 8.025, 1.769], [9.462, 5.561, 0.948], [-10.686, -3.659, -3.294], [-9.920, -4.743, -2.960], [-10.116, -5.703, -3.916], [-11.038, -5.177, -4.862], [-11.371, -3.915, -4.450], [-10.753, -2.808, -2.767], [-9.307, -4.743, -2.075], [-9.654, -6.676, -3.934], [-11.413, -5.671, -5.742], [-12.033, -3.184, -4.880]],
  "forces_ev_per_a": [[0.121, 0.123, 0.237], [0.061, 0.111, 0.027], [0.113, -0.019, -0.023], [-0.078, 0.053, -0.078], [0.058, -0.054, -0.105], [-0.481, 0.352, -0.165], [0.435, -0.071, 0.447], [-0.124, 0.004, 0.051], [-0.109, -0.247, 0.194], [0.180, 0.757, 0.029], [0.005, 0.011, -0.095], [0.570, -0.079, 0.248], [-0.436, 0.019, 0.058], [-0.040, -0.039, 0.115], [-0.028, 0.029, -0.131], [-0.094, -0.053, -0.127], [-0.062, -0.110, -0.017], [-0.013, -0.009, -0.185], [0.070, -0.011, -0.025], [-0.102, -0.059, 0.024], [-0.007, -0.127, 0.079], [-0.030, 0.119, 0.081], [0.065, 0.143, 0.049], [-0.011, -0.088, 0.086], [0.170, -0.188, -0.150], [-0.074, 0.034, -0.418], [-0.137, -0.030, -0.245], [0.200, 0.172, 0.242], [-0.225, -0.387, 0.030], [0.119, -0.305, 0.110], [-0.056, -0.032, -0.074], [-0.154, -0.064, -0.281], [0.164, 0.094, 0.003], [-0.025, 0.022, 0.026], [0.027, -0.022, 0.026], [-0.019, -0.010, -0.005], [0.013, 0.005, 0.002], [0.008, 0.033, 0.008], [0.036, -0.074, -0.059], [0.001, 0.004, -0.015], [-0.001, 0.001, -0.001], [0.016, -0.006, -0.020], [0.002, -0.008, -0.008], [0.061, 0.066, 0.003], [-0.040, -0.010, 0.106], [0.042, -0.014, 0.020], [-0.006, 0.023, 0.025], [-0.001, -0.031, -0.001], [-0.012, -0.007, -0.011], [-0.038, -0.024, -0.031], [-0.068, -0.002, -0.052], [-0.001, 0.002, -0.002], [0.004, 0.006, -0.003], [-0.026, 0.010, 0.045], [0.076, -0.021, 0.013], [-0.045, -0.005, 0.041], [-0.025, -0.018, -0.007], [0.004, 0.041, 0.009], [0.023, -0.012, -0.044], [-0.001, -0.005, -0.053], [0.004, 0.003, -0.012], [0.003, -0.005, -0.003], [0.001, -0.006, -0.003], [0.013, 0.045, -0.012], [0.011, -0.032, 0.014], [-0.005, 0.005, -0.013], [-0.011, 0.006, 0.016], [-0.013, -0.021, 0.017], [-0.069, -0.020, -0.017], [0.002, 0.004, 0.005], [0.001, 0.003, 0.002], [0.007, 0.003, 0.001], [0.022, 0.021, -0.004], [-0.018, 0.036, -0.001], [-0.004, 0.020, -0.003], [-0.006, -0.001, -0.011], [0.009, -0.010, 0.001], [0.029, -0.020, 0.003], [-0.041, -0.006, 0.012], [-0.004, -0.010, 0.007], [0.001, -0.002, -0.002], [0.001, -0.002, -0.002], [-0.007, -0.002, -0.002]]
}

=====

(2)
{
  "formula": "C4H5NO2",
  "method": "ωB97M-V/def2-TZVPD",
  "homo_energy_ev": -9.78,
  "homo_lumo_gap_ev": 10.3589,
  "smiles": "O=C[C@H]1CN1C=O",
  "elements": ["O", "C", "C", "C", "N", "C", "O", "H", "H", "H", "H", "H"],
  "positions_angstrom": [[-0.489, -1.631, 1.428], [-0.925, -0.559, 1.079], [0.116, 0.484, 0.758], [1.248, -0.162, 0.131], [0.432, 1.009, -0.567], [-0.493, 0.474, -1.510], [-1.277, -0.414, -1.258], [-1.999, -0.332, 1.107], [0.299, 1.229, 1.529], [1.056, -1.101, -0.380], [2.240, -0.104, 0.591], [-0.495, 0.943, -2.505]],
  "forces_ev_per_a": [[-0.820, 0.046, 0.169], [-0.028, -0.476, 0.448], [-0.001, -0.355, 0.555], [0.185, 0.354, -0.570], [0.365, -0.563, 0.015], [0.004, -0.512, -0.030], [0.225, 0.539, -0.313], [0.038, 0.102, 0.056], [-0.075, -0.178, 0.041], [-0.075, 0.097, 0.367], [-0.125, 0.865, -0.911], [0.307, 0.083, 0.174]]
}

=====

(3)
{
  "formula": "C18H47HgN3O5",
  "method": "ωB97M-V/def2-TZVPD",
  "homo_energy_ev": -7.25,
  "homo_lumo_gap_ev": 1.9296,
  "elements": ["Hg", "C", "C", "C", "O", "H", "H", "H", "H", "H", "H", "H", "C", "C", "C", "O", "H", "H", "H", "H", "H", "H", "H", "C", "C", "C", "O", "C", "N", "H", "H", "H", "H", "H", "H", "H", "H", "H", "H", "H", "C", "C", "C", "O", "C", "N", "H", "H", "H", "H", "H", "H", "H", "H", "H", "H", "H", "C", "C", "C", "O", "C", "N", "H", "H", "H", "H", "H", "H", "H", "H", "H", "H", "H"],
  "positions_angstrom": [[-14.539, -3.832, 13.832], [-16.097, -10.731, 12.565], [-16.716, -9.345, 12.355], [-18.204, -9.587, 12.285], [-16.297, -8.396, 13.299], [-16.399, -11.420, 11.777], [-16.384, -11.160, 13.525], [-15.012, -10.630, 12.515], [-16.299, -8.985, 11.415], [-18.684, -8.732, 11.810], [-18.688, -9.662, 13.258], [-18.375, -10.481, 11.685], [-19.476, -1.285, 10.026], [-18.423, -2.287, 9.539], [-18.332, -2.332, 7.963], [-17.136, -1.888, 10.053], [-20.507, -1.621, 10.142], [-19.499, -0.471, 9.301], [-19.208, -0.794, 10.962], [-18.678, -3.272, 9.931], [-18.168, -1.408, 7.410], [-19.299, -2.740, 7.666], [-17.615, -3.119, 7.728], [-10.561, -6.166, 9.868], [-10.084, -5.831, 11.310], [-8.539, -5.921, 11.538], [-8.232, -5.554, 12.890], [-7.103, -6.171, 13.378], [-10.561, -4.489, 11.611], [-10.341, -7.182, 9.541], [-10.129, -5.603, 9.042], [-11.638, -6.026, 9.773], [-10.535, -6.530, 12.014], [-7.959, -5.390, 10.784], [-8.437, -6.992, 11.364], [-6.118, -5.762, 13.153], [-7.024, -7.208, 13.050], [-7.237, -6.288, 14.453], [-10.947, -4.212, 10.719], [-9.790, -3.852, 11.750], [-11.595, -6.227, 18.701], [-11.488, -4.648, 18.832], [-10.531, -4.171, 19.990], [-10.179, -2.804, 19.697], [-9.227, -2.290, 20.683], [-11.033, -4.209, 17.552], [-11.765, -6.659, 19.687], [-10.670, -6.635, 18.293], [-12.450, -6.481, 18.074], [-12.479, -4.232, 19.016], [-9.630, -4.736, 20.230], [-11.073, -4.208, 20.935], [-8.228, -2.726, 20.690], [-9.369, -2.365, 21.762], [-9.098, -1.236, 20.437], [-10.765, -3.249, 17.713], [-10.140, -4.599, 17.287], [-15.066, 1.470, 17.265], [-15.240, -0.026, 17.006], [-16.669, -0.585, 17.099], [-16.891, -1.835, 16.321], [-18.041, -2.440, 16.764], [-14.767, -0.220, 15.659], [-15.427, 2.133, 16.479], [-13.999, 1.454, 17.488], [-15.603, 1.750, 18.171], [-14.583, -0.529, 17.715], [-17.368, 0.012, 16.513], [-16.887, -0.609, 18.166], [-18.118, -2.523, 17.848], [-18.160, -3.414, 16.289], [-18.917, -1.827, 16.551], [-15.502, 0.056, 15.024], [-14.016, 0.447, 15.560]],
  "forces_ev_per_a": [[-0.021, 0.057, 0.014], [1.577, -0.369, 0.125], [-0.383, 1.048, 2.311], [-0.571, 0.945, -0.469], [-0.602, -1.672, -1.517], [-0.116, 0.204, -0.060], [-0.050, 0.206, 0.026], [0.052, -0.199, 0.219], [0.219, 0.151, -0.688], [-0.160, -0.016, -0.191], [0.340, -0.286, 0.122], [-0.328, 0.094, 0.073], [-0.015, 0.990, -0.430], [1.844, 2.230, 1.575], [-0.246, -1.382, 0.573], [-2.332, -1.139, -1.389], [0.096, -0.518, -0.208], [-0.158, 0.162, -0.076], [0.274, -0.404, 0.103], [0.322, -0.593, -0.332], [0.251, 0.064, 0.609], [-0.226, 0.112, -0.100], [0.234, 0.362, -0.251], [0.498, -0.838, -0.026], [1.010, 0.775, -0.461], [-1.844, -0.944, -0.028], [-0.709, 0.331, -1.672], [0.611, -1.580, 1.014], [-0.413, 0.387, -0.556], [-0.118, -0.363, 0.425], [0.365, 0.688, 0.417], [-0.074, -0.056, 0.301], [-0.031, -0.168, -0.005], [0.063, 0.355, 0.085], [0.981, -0.294, 0.276], [-0.117, 0.757, -0.140], [-0.183, -0.299, -0.358], [0.246, 0.468, 0.159], [-0.460, 0.767, 0.214], [0.168, 0.019, 0.367], [-0.283, 1.427, 1.108], [1.274, -2.339, 0.420], [-0.991, 0.458, -0.080], [1.177, -0.355, 2.205], [0.261, 0.577, -0.873], [0.164, 1.404, -0.603], [0.016, -0.200, 0.051], [-0.052, 0.050, -0.057], [0.206, 0.040, -0.119], [0.024, 0.059, 0.060], [0.278, -0.425, -0.839], [-0.377, 0.157, 0.199], [0.171, -0.538, -1.148], [-1.622, -0.154, 0.058], [-0.102, -0.056, 0.043], [-0.224, 0.602, -0.531], [0.069, -0.700, 0.097], [-0.805, -0.695, 1.747], [-1.025, -0.141, -1.128], [0.199, -0.243, -1.657], [2.057, 0.993, 1.712], [-1.313, -0.178, 0.304], [0.764, -0.745, -0.455], [0.386, -0.254, -0.196], [0.043, 1.186, -0.270], [0.151, 0.269, 0.325], [-0.105, -0.406, -0.021], [-0.063, 1.118, 0.715], [-0.662, -0.604, -0.063], [0.480, -0.458, 0.313], [0.094, 0.059, 0.045], [-0.405, 0.155, -0.516], [-0.031, -0.013, -0.277], [0.256, -0.100, -0.620]]
}

=====

(4)
{
  "formula": "C15H6F6GaI2N4O8Sb",
  "method": "ωB97M-V/def2-TZVPD",
  "total_charge": 1,
  "s_squared": 0.78,
  "homo_energy_ev": [-12.34, -12.86],
  "homo_lumo_gap_ev": [7.4115, 6.0768],
  "multiplicity": 2,
  "elements": ["Ga", "I", "C", "C", "C", "I", "C", "C", "C", "C", "N", "C", "C", "O", "H", "H", "H", "H", "O", "N", "O", "C", "C", "C", "C", "O", "C", "C", "N", "O", "O", "N", "O", "O", "H", "H", "F", "Sb", "F", "F", "F", "F", "F"],
  "positions_angstrom": [[-0.002, 0.333, 0.568], [-1.989, -4.239, 2.062], [-1.795, -2.463, 3.073], [-2.164, -2.340, 4.403], [-2.017, -1.147, 5.102], [-2.586, -1.099, 7.077], [-1.483, 0.028, 4.459], [-1.257, 1.279, 5.062], [-0.727, 2.309, 4.322], [-0.432, 2.111, 2.971], [-0.657, 0.940, 2.398], [-1.145, -0.082, 3.115], [-1.250, -1.339, 2.380], [-0.847, -1.373, 1.188], [-2.571, -3.202, 4.914], [-1.490, 1.423, 6.108], [-0.530, 3.271, 4.772], [-0.008, 2.883, 2.342], [-1.667, -0.264, -6.680], [-0.493, -0.411, -6.420], [0.393, -0.637, -7.211], [-0.119, -0.373, -4.994], [1.205, -0.526, -4.638], [1.548, -0.488, -3.303], [0.601, -0.298, -2.266], [0.950, -0.332, -1.021], [-0.737, -0.131, -2.711], [-1.095, -0.178, -4.050], [-1.836, 0.116, -1.795], [-1.614, 0.498, -0.620], [-2.956, 0.010, -2.187], [2.966, -0.684, -3.015], [3.668, -1.100, -3.886], [3.422, -0.464, -1.876], [1.960, -0.672, -5.396], [-2.124, -0.050, -4.353], [1.699, -0.028, 1.248], [2.945, 1.063, -0.274], [3.976, -0.269, 0.510], [2.962, 2.217, 1.186], [4.505, 1.864, -0.909], [0.624, 1.990, 0.136], [2.167, 1.852, -1.794]],
  "forces_ev_per_a": [[-0.167, -0.063, -0.149], [0.002, 0.061, 0.047], [0.011, -0.093, -0.106], [0.012, 0.063, -0.018], [-0.040, -0.021, 0.128], [0.023, -0.002, -0.070], [-0.013, 0.004, -0.018], [-0.009, 0.006, 0.016], [-0.007, -0.004, -0.009], [-0.045, 0.035, -0.011], [-0.028, -0.067, -0.039], [0.003, 0.007, 0.031], [-0.032, -0.023, 0.046], [0.073, 0.020, 0.010], [0.002, -0.001, 0.008], [-0.003, -0.004, 0.000], [-0.006, 0.004, -0.005], [0.018, -0.015, -0.004], [0.043, 0.129, 0.022], [-0.077, -0.378, -0.030], [0.020, 0.146, 0.033], [0.011, 0.109, -0.007], [0.058, 0.012, -0.025], [-0.026, 0.006, -0.037], [-0.066, 0.023, 0.100], [-0.014, -0.119, -0.009], [0.029, -0.026, -0.025], [-0.050, 0.025, -0.009], [0.076, 0.092, -0.039], [-0.138, -0.043, 0.134], [-0.020, -0.025, 0.005], [0.001, -0.005, 0.057], [-0.007, -0.025, -0.015], [-0.014, -0.061, -0.069], [-0.009, 0.002, -0.004], [0.009, -0.001, -0.008], [0.183, 0.252, -0.336], [0.321, -0.095, 0.391], [0.052, -0.081, -0.055], [-0.089, 0.139, -0.157], [0.051, -0.071, 0.009], [-0.028, 0.029, 0.058], [-0.110, 0.057, 0.160]]
}

=====

Result set for energy relative to the best compared isomer or geometry (same formula, charge and spin): 0.0, 273.8, 907.6, 96.0 kJ/mol, one per record in the order listed.
Result set for molecular weight: 538.7, 99.1, 586.2, 929.5 g mol⁻¹, one per record in the order listed.